Entry 1:
{"formula": "C6H31NO8S", "method": "ωB97M-V with the def2-TZVPD basis set", "total_charge": 0, "homo_energy_ha": -0.3327, "smiles": "CCCNCCCS.O.O.O.O.O.O.O.O", "gap_ev": 8.928, "elements": ["C", "C", "C", "N", "C", "C", "C", "S", "H", "H", "H", "H", "H", "H", "H", "H", "H", "H", "H", "H", "H", "H", "H", "O", "H", "H", "O", "H", "H", "O", "H", "H", "O", "H", "H", "O", "H", "H", "O", "H", "H", "O", "H", "H", "O", "H", "H"], "positions_angstrom": [[-2.3960, 1.0641, -0.2246], [-1.3886, 2.2237, 0.0640], [0.0769, 1.8103, -0.2530], [0.3397, 0.7442, 0.7777], [1.7858, 0.4634, 0.8421], [2.0887, -0.6871, 1.8001], [2.4229, -1.9583, 1.0020], [2.5789, -3.3004, 2.3170], [-2.6297, 0.6285, 0.7517], [-1.9794, 0.2623, -0.8154], [-3.2401, 1.4386, -0.7734], [-1.5269, 3.0505, -0.6240], [-1.4601, 2.4838, 1.1197], [0.6877, 2.6848, 0.0897], [0.2788, 1.3793, -1.2191], [-0.0897, -0.1264, 0.4754], [2.0813, 0.1893, -0.2105], [2.3359, 1.4221, 0.9232], [1.1679, -0.8287, 2.4069], [2.8854, -0.4495, 2.5175], [3.4087, -1.9884, 0.4957], [1.5582, -2.1952, 0.3812], [1.6242, -4.0934, 1.8187], [-2.6146, -2.0285, 0.7688], [-2.7734, -1.7443, 1.7182], [-3.5585, -1.9741, 0.5518], [1.4599, -2.0021, -3.2814], [2.1072, -1.8451, -2.5756], [1.4107, -2.9616, -3.3235], [-0.4501, 0.9084, 3.6644], [-0.8382, 1.2857, 2.8609], [0.4454, 0.7164, 3.3818], [1.7523, 3.7386, -1.9135], [1.8387, 2.8585, -2.3059], [0.7846, 3.7450, -2.0090], [-1.9641, -1.4476, 3.2113], [-1.3624, -0.6746, 3.1765], [-1.3660, -2.0461, 2.7387], [0.1155, 0.1957, -3.1076], [-0.1918, -0.4524, -2.4584], [0.7043, -0.3760, -3.6239], [-1.0193, 2.7277, -2.8254], [-0.8956, 1.7596, -2.7600], [-1.8703, 2.9135, -3.2194], [-0.3947, -2.2962, -0.7071], [-0.7635, -2.7085, -1.4986], [-1.1667, -2.5097, -0.1261]], "forces_ev_per_a": [[0.94, 0.81, 0.81], [0.64, -0.95, -1.88], [-0.99, -0.29, 3.97], [1.03, 0.40, -0.04], [-0.03, 0.46, -1.89], [0.21, 0.61, -0.33], [0.04, -0.70, 1.85], [-0.18, 0.11, -0.69], [-0.55, -0.07, -0.42], [0.37, -0.25, -0.25], [-0.72, 0.06, 0.15], [-0.70, 0.36, 0.44], [0.13, 0.42, -0.21], [-0.09, -0.89, -0.99], [0.10, 0.58, -0.45], [-0.22, 0.06, -0.11], [0.18, -0.25, 0.62], [-0.29, -0.49, 0.83], [0.59, -0.36, -0.39], [-0.08, -0.04, -0.23], [-0.84, 0.53, 0.03], [0.46, -0.15, -0.27], [0.02, -0.11, 0.04], [-1.95, 0.30, 1.26], [1.26, -0.14, -0.54], [0.29, -0.34, -1.02], [0.64, -0.52, 0.36], [-0.24, 0.08, -0.18], [-0.05, -0.07, -0.20], [-0.53, -0.03, 0.06], [0.31, 0.07, -0.01], [0.24, 0.10, -0.09], [-0.71, -0.61, -0.46], [0.79, 0.02, 0.03], [-0.03, 0.72, 0.17], [0.97, -0.03, -0.47], [-0.52, 0.54, 0.78], [-0.25, -0.59, 0.40], [-0.17, -0.27, 0.16], [-0.06, 0.11, 0.14], [-0.15, 0.33, -0.15], [0.34, -0.07, 0.11], [-0.15, 0.56, -0.55], [-0.17, -0.17, -0.15], [-1.02, -0.69, -0.04], [0.58, 0.12, -0.43], [0.57, 0.74, 0.22]], "mulliken_charge": [-1.0803, -0.7537, -0.3313, 0.1948, -0.6103, -0.6157, -0.1601, -0.2400, 0.1978, 0.2660, 0.4179, 0.3825, 0.5362, 0.5619, -0.0628, -0.1569, 0.1963, 0.5368, 0.2040, 0.3244, 0.3131, -0.0761, 0.1079, -0.6498, 0.4042, 0.2828, -0.6543, 0.3224, 0.2933, -0.8240, 0.3860, 0.3494, -0.6727, 0.3041, 0.3543, -0.8022, 0.4774, 0.3142, -0.7048, 0.2499, 0.3202, -0.5511, 0.3588, 0.2762, -0.4894, 0.2596, 0.2430]}


Entry 2:
{"formula": "C39H43As2N8O10PReSe", "method": "ωB97M-V with the def2-TZVPD basis set", "total_charge": 4, "multiplicity": 2, "homo_energy_ha": [-0.6694, -0.6740], "gap_ev": [4.395, 5.232], "elements": ["Re", "N", "C", "C", "C", "C", "C", "C", "P", "C", "C", "C", "C", "C", "C", "C", "C", "C", "C", "C", "C", "H", "H", "H", "H", "H", "H", "H", "H", "H", "H", "H", "H", "H", "H", "H", "H", "N", "N", "C", "N", "N", "N", "O", "O", "H", "H", "H", "H", "H", "Se", "N", "C", "C", "C", "C", "C", "C", "N", "H", "H", "H", "H", "C", "O", "C", "O", "C", "C", "As", "C", "C", "C", "As", "C", "C", "O", "O", "C", "C", "O", "O", "C", "C", "O", "O", "C", "H", "H", "H", "H", "H", "H", "H", "H", "H", "H", "H", "H", "H", "H", "H", "H", "H", "H"], "positions_angstrom": [[0.0399, 0.8284, 0.1370], [0.5540, 1.2226, 2.3364], [1.9172, 1.1805, 2.8127], [2.2109, 1.3157, 4.1661], [3.5296, 1.2769, 4.5876], [4.5603, 1.0961, 3.6767], [4.2769, 0.9564, 2.3295], [2.9497, 0.9740, 1.9026], [2.5098, 0.9232, 0.1353], [3.4554, 2.3666, -0.4428], [4.4943, 2.2748, -1.3713], [5.2541, 3.3959, -1.6649], [4.9877, 4.6087, -1.0423], [3.9528, 4.7028, -0.1178], [3.1920, 3.5898, 0.1845], [3.2957, -0.5172, -0.6395], [3.2176, -0.6433, -2.0306], [3.9815, -1.5929, -2.6853], [4.7860, -2.4579, -1.9543], [4.8105, -2.3798, -0.5688], [4.0676, -1.4158, 0.0953], [0.0805, 0.4337, 2.8118], [0.0804, 2.0603, 2.6969], [1.4183, 1.4631, 4.8839], [3.7545, 1.4006, 5.6347], [5.5836, 1.0796, 4.0155], [5.0797, 0.8514, 1.6145], [4.7344, 1.3313, -1.8416], [6.0698, 3.3176, -2.3680], [5.5968, 5.4723, -1.2614], [3.7618, 5.6385, 0.3837], [2.4077, 3.6399, 0.9287], [2.5609, 0.0133, -2.5840], [3.9676, -1.6495, -3.7621], [5.3814, -3.1986, -2.4666], [5.4290, -3.0563, 0.0004], [4.1080, -1.3475, 1.1719], [1.1425, 2.4155, -2.3094], [0.9816, 3.7675, -1.9957], [0.2706, 4.1809, -0.9417], [0.1684, 5.4797, -0.7207], [-0.2669, 3.2337, -0.1308], [-1.2526, 3.5507, 0.7288], [-1.5325, 2.6546, 1.5181], [-1.8086, 4.6108, 0.6771], [2.1236, 2.2322, -2.5198], [0.5836, 2.1611, -3.1252], [1.4166, 4.4766, -2.5832], [0.6019, 6.1576, -1.3303], [-0.4890, 5.8455, -0.0357], [-3.1547, 0.0173, 1.0445], [-2.1383, 0.8661, -0.2135], [-2.9528, 1.6182, -0.9436], [-2.6227, 2.4273, -2.0511], [-3.5945, 3.2112, -2.6258], [-4.9204, 3.2065, -2.1551], [-5.2959, 2.4007, -1.0966], [-4.3276, 1.5879, -0.4901], [-4.5596, 0.7731, 0.5326], [-1.6087, 2.4044, -2.4252], [-3.3462, 3.8363, -3.4711], [-5.6525, 3.8346, -2.6410], [-6.3070, 2.3836, -0.7172], [-1.7125, -1.6083, 5.3652], [-1.9765, -2.2393, 4.1029], [-1.2184, -1.9530, 3.0955], [-0.2246, -1.2251, 3.1338], [-1.5801, -2.5389, 1.7890], [-2.7452, -3.1652, 1.5824], [-3.4576, -3.9099, -0.1077], [-2.1524, -5.4061, -0.2536], [-2.4483, -2.6780, -1.2906], [-1.2494, -2.0830, -1.1523], [-0.2715, -1.8024, 0.5190], [1.2067, -3.0968, 0.6547], [-0.8615, -1.0993, -2.1830], [-0.2100, -0.0655, -1.9636], [-1.2536, -1.4171, -3.3820], [-1.0077, -0.4988, -4.4504], [-3.4522, -1.9993, -2.1915], [-3.7397, -0.8911, -1.7720], [-4.0145, -2.5467, -3.2073], [-3.6927, -3.8664, -3.6319], [-3.8763, -2.8881, 2.5544], [-4.3308, -1.7656, 2.3853], [-4.3647, -3.7357, 3.3739], [-3.7998, -5.0232, 3.5793], [-2.4390, -2.0166, 6.0619], [-1.8583, -0.5323, 5.2698], [-0.6948, -1.8227, 5.6925], [-2.4238, -6.1944, 0.4498], [-1.1364, -5.0603, -0.0585], [-2.2079, -5.8410, -1.2527], [0.8019, -4.1098, 0.7404], [1.7791, -2.8752, 1.5613], [1.8728, -3.0356, -0.2077], [-1.4915, -0.9265, -5.3237], [0.0650, -0.4069, -4.6263], [-1.4455, 0.4722, -4.2123], [-3.8263, -3.8749, -4.7144], [-4.3996, -4.5737, -3.1839], [-2.6633, -4.1380, -3.3749], [-3.4572, -5.0764, 4.6149], [-2.9657, -5.2096, 2.8943], [-4.5901, -5.7627, 3.4356]], "forces_ev_per_a": [[-3.07, 1.53, 0.42], [-0.69, -0.41, -0.88], [1.35, -0.23, -0.02], [-0.31, 0.08, -0.26], [-0.09, -0.01, -0.03], [0.01, 0.01, -0.16], [-0.09, 0.01, 0.09], [-0.66, -0.05, -0.21], [0.86, -0.55, 0.25], [-0.27, 0.08, -0.09], [-0.19, -0.19, 0.08], [0.06, 0.22, 0.00], [-0.04, -0.15, -0.04], [0.00, 0.03, 0.03], [0.04, -0.29, -0.14], [-0.22, 0.08, 0.10], [-0.05, 0.01, 0.24], [-0.09, -0.03, -0.02], [-0.07, 0.01, 0.07], [0.01, -0.07, 0.01], [0.04, 0.22, -0.10], [-0.10, -0.06, -0.20], [0.13, -0.11, -0.45], [-0.11, 0.04, 0.12], [0.01, -0.01, 0.13], [0.12, 0.00, 0.03], [0.08, -0.01, -0.06], [0.04, 0.00, -0.01], [0.06, 0.00, -0.05], [0.05, 0.08, -0.02], [-0.01, 0.12, 0.08], [-0.03, 0.15, 0.14], [0.04, 0.10, -0.21], [-0.05, -0.06, -0.13], [0.09, -0.03, -0.02], [0.05, -0.10, 0.04], [0.07, -0.03, 0.07], [-0.21, -0.09, -0.16], [0.02, 0.10, -0.32], [-0.07, 0.46, 0.05], [-0.13, 0.17, 0.07], [1.01, -2.03, -0.28], [0.12, 0.94, -0.37], [0.27, -0.61, 0.46], [-0.53, 0.27, 0.35], [-0.11, 0.19, 0.16], [0.09, 0.24, 0.12], [-0.07, -0.25, 0.12], [0.06, -0.07, -0.11], [0.23, -0.23, -0.21], [1.20, -0.84, 0.37], [1.87, -0.54, 0.38], [-0.45, 0.61, -0.43], [0.15, 0.03, -0.08], [0.45, -0.36, 0.04], [-0.60, -0.47, 0.73], [-0.24, 0.66, -0.81], [0.77, -0.16, 0.01], [-1.47, 0.77, -0.04], [0.02, 0.09, -0.08], [0.03, 0.06, -0.06], [-0.05, 0.04, 0.03], [-0.07, 0.01, -0.02], [0.16, 0.36, 0.73], [-0.06, -0.37, -0.43], [0.44, 0.30, 0.06], [-0.13, -0.10, 0.29], [-0.12, 0.20, 0.03], [0.37, 0.25, -0.16], [0.54, -0.59, -0.03], [-0.08, 0.08, 0.05], [0.09, 0.21, 0.23], [0.15, 0.16, 0.06], [0.18, -0.84, -0.25], [0.08, 0.22, 0.04], [-0.63, -1.15, -0.26], [1.17, 1.25, 1.34], [0.37, -0.04, 0.80], [0.09, 0.53, -0.70], [0.09, 0.89, 0.56], [-0.23, -0.63, -0.72], [-0.46, 0.31, -0.31], [0.01, -0.83, -0.25], [0.04, 0.96, -0.44], [-0.33, -0.75, 0.39], [-0.65, 0.17, 0.27], [0.27, -0.85, 0.27], [0.06, -0.01, -0.08], [-0.01, -0.06, -0.02], [-0.11, -0.04, -0.07], [-0.03, 0.12, 0.04], [-0.12, -0.04, -0.02], [-0.06, 0.15, 0.01], [-0.14, 0.28, -0.06], [-0.17, 0.07, -0.13], [-0.17, 0.11, 0.03], [0.03, 0.03, 0.06], [-0.07, -0.05, 0.04], [-0.02, -0.10, -0.02], [0.09, -0.06, 0.19], [0.11, 0.16, -0.08], [-0.06, 0.11, -0.06], [0.01, 0.03, -0.20], [-0.07, 0.01, 0.09], [0.12, 0.16, -0.06]], "mulliken_charge": [1.9099, -0.3156, -0.0671, -0.3193, -0.9406, -0.9358, -0.2988, -0.0164, 1.7958, 0.3847, -0.1345, -0.7186, -0.7841, -0.8248, -0.6546, 0.9953, -0.7311, -0.8334, -0.8555, -0.7169, -1.0404, 0.1578, 0.5341, 0.5730, 0.4838, 0.5255, 0.6170, 0.4210, 0.5250, 0.4775, 0.5838, 0.4158, 0.4100, 0.5525, 0.4698, 0.5091, 0.6246, -0.6224, -0.1632, 0.0653, -0.3161, -0.0773, 1.0281, -0.6798, -0.7699, 0.4587, 0.3771, 0.2440, 0.2517, 0.1847, 0.6527, -0.2828, 0.9831, -0.0863, -1.2669, -0.8613, -0.6707, 0.5542, -0.6911, 0.5568, 0.5705, 0.4798, 0.6049, -0.7360, -0.2136, -0.0359, -0.7629, -0.6757, -0.2703, 0.2835, -0.7674, -0.2836, 0.6367, 2.2221, -1.1095, -0.5181, 0.1446, -0.2088, -0.5281, -0.2052, -0.2085, -0.3200, -0.6493, 0.6647, -0.5693, -0.3477, -0.5736, 0.3263, 0.3044, 0.2986, 0.4225, 0.0865, 0.3974, 0.4948, 0.4392, 0.3408, 0.3464, 0.2675, 0.1801, 0.3346, 0.3167, 0.2939, 0.3049, 0.2362, 0.3384]}


Entry 3:
{"formula": "C3H3BrNO2", "method": "ωB97M-V with the def2-TZVPD basis set", "total_charge": -1, "homo_energy_ha": -0.0774, "gap_ev": 5.761, "elements": ["C", "C", "C", "N", "O", "O", "Br", "H", "H", "H"], "positions_angstrom": [[-0.8845, -0.2605, -0.1159], [-1.0581, -1.3360, -1.1362], [-0.8841, 0.9210, 0.4377], [1.9567, 0.2474, 0.9383], [-1.6157, -1.9569, -2.0593], [-0.1711, -1.5143, -0.1101], [2.8148, -0.1411, -0.6834], [-1.7513, 1.6952, 0.3766], [1.7064, 1.3169, 1.1151], [-0.1130, 1.0283, 1.2373]], "forces_ev_per_a": [[-0.70, -1.65, -3.03], [-2.16, -0.20, -0.07], [-0.88, 1.21, 2.02], [-1.07, 1.58, 2.10], [2.50, 2.01, 3.20], [-0.26, 0.05, -0.98], [0.12, 0.68, -0.47], [1.83, -1.62, -0.54], [1.42, -2.09, -1.50], [-0.80, 0.03, -0.74]], "mulliken_charge": [0.3207, 0.7272, -0.7364, -0.6398, -0.5894, -0.2707, -0.3396, 0.2285, 0.0830, 0.2164]}


Entry 4:
{"formula": "CH4BrP", "method": "ωB97M-V with the def2-TZVPD basis set", "total_charge": 0, "homo_energy_ha": [-0.3592, -0.3133], "gap_ev": [8.616, 7.550], "elements": ["C", "P", "Br", "H", "H", "H", "H"], "positions_angstrom": [[0.0028, 0.3508, 0.6541], [0.7862, -0.4945, -0.8010], [0.3382, -2.4862, 0.0417], [0.6668, 0.0863, 1.5529], [-1.0600, 0.3879, 0.6544], [0.0105, 1.3709, 0.3195], [-0.7444, 0.7847, -2.4217]], "forces_ev_per_a": [[1.96, 0.32, -0.65], [-1.03, 0.48, 0.26], [-0.01, -0.56, -0.39], [-1.68, 0.73, -1.03], [-1.07, -1.61, 0.83], [1.34, 1.28, 0.34], [0.49, -0.63, 0.64]], "mulliken_charge": [-1.0169, 0.1397, -0.1727, 0.3492, 0.3953, 0.3321, -0.0266]}